Here is C5H8LiO5 as an isolated structure in a non-equilibrium geometry from OMol25. Energies are from ωB97M-V with the def2-TZVPD basis set.

Results
- Charge: -1
- Spin multiplicity: 1
- Energy: -15758.210 eV
- Strongest force on any atom: 3.52 eV Å⁻¹
- Energy relative to the best compared isomer or geometry (same formula, charge and spin): 0.0 kcal per mole
- Kohn-Sham gap: 0.2603 Eh
- HOMO: -4.079 eV

Last column: natural (NBO) charge in e.
Element x y z (Å)
O 0.590 0.836 -0.914  -0.85
C -0.775 -0.388 -1.004  1.00
C 0.051 2.098 -0.712  -0.07
O -1.266 -0.932 -2.022  -0.74
O -1.641 0.539 -0.426  -0.56
C -1.433 1.832 -0.972  -0.09
H 0.447 2.852 -1.414  0.14
H 0.200 2.430 0.332  0.14
H -2.087 2.532 -0.439  0.17
H -1.596 1.834 -2.063  0.17
O 2.435 -1.346 0.949  -1.04
O -0.086 -1.355 -0.292  -0.58
C 1.353 -1.986 1.504  -0.05
C 0.022 -1.336 1.129  -0.10
H 1.372 -2.001 2.619  0.10
H 1.292 -3.057 1.191  0.11
H 0.020 -0.290 1.471  0.17
H -0.832 -1.869 1.576  0.15
Li 1.934 -0.394 -0.512  0.92